[1]
Density functional theory data (wB97M-V/def2-TZVPD) for a cluster of 10 separate species, C28H82N10O10 in total at a distorted geometry.

Last columns: bonded neighbours and bond lengths (Å).
Cartesian coordinates (Å):
1 C -1.98 3.16 1.20  O2 1.433, H7 1.094, H8 1.085, H9 1.093
2 O -2.08 4.55 1.56  C1 1.433, C3 1.394
3 C -1.73 5.40 0.51  O2 1.394, C4 1.516, H10 1.105, H11 1.113
4 C -1.85 6.84 0.95  C3 1.516, C5 1.521, N6 1.490, H12 1.095
5 C -2.01 7.72 -0.28  C4 1.521, H13 1.087, H14 1.089, H15 1.101
6 N -0.57 7.24 1.59  C4 1.490, H16 1.017, H17 1.014
7 H -2.44 3.10 0.22  C1 1.094
8 H -2.57 2.57 1.90  C1 1.085
9 H -0.92 2.91 1.16  C1 1.093
10 H -0.79 5.16 -0.01  C3 1.105
11 H -2.42 5.23 -0.35  C3 1.113
12 H -2.69 6.85 1.66  C4 1.095
13 H -1.18 7.54 -0.96  C5 1.087
14 H -2.20 8.78 -0.09  C5 1.089
15 H -2.94 7.41 -0.79  C5 1.101
16 H -0.44 6.63 2.39  N6 1.017
17 H -0.66 8.19 1.93  N6 1.014
18 C 0.42 0.12 4.60  O19 1.413, H24 1.099, H25 1.095, H26 1.088
19 O 1.14 1.31 4.84  C18 1.413, C20 1.419
20 C 1.15 2.20 3.73  O19 1.419, C21 1.510, H27 1.102, H28 1.096
21 C 1.69 3.53 4.19  C20 1.510, C22 1.524, N23 1.486, H29 1.098
22 C 1.62 4.58 3.09  C21 1.524, H30 1.093, H31 1.092, H32 1.089
23 N 3.12 3.40 4.58  C21 1.486, H33 1.021, H34 1.023
24 H 1.07 -0.65 4.16  C18 1.099
25 H -0.41 0.25 3.90  C18 1.095
26 H 0.07 -0.24 5.57  C18 1.088
27 H 1.81 1.83 2.94  C20 1.102
28 H 0.13 2.30 3.35  C20 1.096
29 H 1.09 3.88 5.04  C21 1.098
30 H 2.47 4.49 2.41  C22 1.093
31 H 1.74 5.55 3.58  C22 1.092
32 H 0.72 4.53 2.47  C22 1.089
33 H 3.33 4.25 5.11  N23 1.021
34 H 3.17 2.72 5.34  N23 1.023
35 C 6.98 0.69 -6.25  O36 1.401, H41 1.087, H42 1.101, H43 1.095
36 O 6.06 1.56 -5.67  C35 1.401, C37 1.422
37 C 4.95 0.88 -5.08  O36 1.422, C38 1.518, H44 1.103, H45 1.104
38 C 3.99 1.93 -4.54  C37 1.518, C39 1.515, N40 1.460, H46 1.091
39 C 2.95 1.25 -3.67  C38 1.515, H47 1.099, H48 1.094, H49 1.088
40 N 3.31 2.72 -5.56  C38 1.460, H50 1.011, H51 1.014
41 H 7.71 1.32 -6.76  C35 1.087
42 H 6.51 0.06 -7.03  C35 1.101
43 H 7.44 -0.01 -5.54  C35 1.095
44 H 4.49 0.17 -5.78  C37 1.103
45 H 5.35 0.27 -4.26  C37 1.104
46 H 4.61 2.60 -3.94  C38 1.091
47 H 3.39 0.47 -3.03  C39 1.099
48 H 2.19 0.68 -4.21  C39 1.094
49 H 2.51 1.97 -2.97  C39 1.088
50 H 2.69 2.17 -6.13  N40 1.011
51 H 4.01 3.16 -6.14  N40 1.014
52 C -2.36 -1.12 1.91  O53 1.430, H58 1.097, H59 1.086, H60 1.094
53 O -3.22 -1.96 2.68  C52 1.430, C54 1.414
54 C -4.56 -1.57 2.48  O53 1.414, C55 1.513, H61 1.103, H62 1.107
55 C -5.58 -2.44 3.17  C54 1.513, C56 1.541, N57 1.472, H63 1.094
56 C -5.61 -3.92 2.74  C55 1.541, H64 1.088, H65 1.092, H66 1.087
57 N -6.90 -1.81 2.97  C55 1.472, H67 1.017, H68 1.016
58 H -2.64 -1.27 0.86  C52 1.097
59 H -1.32 -1.39 2.03  C52 1.086
60 H -2.56 -0.11 2.28  C52 1.094
61 H -4.67 -0.56 2.91  C54 1.103
62 H -4.76 -1.43 1.40  C54 1.107
63 H -5.32 -2.38 4.23  C55 1.094
64 H -4.58 -4.28 2.74  C56 1.088
65 H -5.99 -3.95 1.71  C56 1.092
66 H -6.22 -4.49 3.44  C56 1.087
67 H -7.58 -2.49 3.31  N57 1.017
68 H -7.10 -1.73 1.97  N57 1.016
69 C -0.81 0.14 -5.38  O70 1.419, H75 1.096, H76 1.090, H77 1.097
70 O -2.07 0.39 -4.78  C69 1.419, C71 1.427
71 C -2.30 -0.07 -3.45  O70 1.427, C72 1.531, H78 1.097, H79 1.096
72 C -3.00 1.08 -2.71  C71 1.531, C73 1.530, N74 1.496, H80 1.087
73 C -2.05 2.26 -2.56  C72 1.530, H81 1.093, H82 1.091, H83 1.087
74 N -3.21 0.64 -1.30  C72 1.496, H84 1.024, H85 1.023
75 H -0.04 0.79 -4.95  C69 1.096
76 H -0.99 0.37 -6.43  C69 1.090
77 H -0.49 -0.91 -5.32  C69 1.097
78 H -2.94 -0.95 -3.51  C71 1.097
79 H -1.41 -0.33 -2.86  C71 1.096
80 H -3.90 1.40 -3.24  C72 1.087
81 H -1.66 2.52 -3.55  C73 1.093
82 H -1.18 2.02 -1.95  C73 1.091
83 H -2.63 3.08 -2.14  C73 1.087
84 H -2.26 0.40 -1.02  N74 1.024
85 H -3.63 -0.29 -1.21  N74 1.023
86 C -1.00 -7.77 2.54  O87 1.411, H92 1.092, H93 1.094, H94 1.092
87 O -1.85 -7.86 1.42  C86 1.411, C88 1.414
88 C -1.47 -7.01 0.35  O87 1.414, C89 1.514, H95 1.097, H96 1.099
89 C -1.77 -5.55 0.63  C88 1.514, C90 1.518, N91 1.472, H97 1.092
90 C -3.27 -5.38 0.81  C89 1.518, H98 1.087, H99 1.091, H100 1.100
91 N -1.25 -4.72 -0.46  C89 1.472, H101 1.014, H102 1.013
92 H -1.32 -6.97 3.20  C86 1.092
93 H 0.05 -7.70 2.23  C86 1.094
94 H -1.07 -8.72 3.08  C86 1.092
95 H -0.44 -7.24 0.06  C88 1.097
96 H -2.09 -7.32 -0.50  C88 1.099
97 H -1.25 -5.25 1.54  C89 1.092
98 H -3.66 -4.36 0.77  C90 1.087
99 H -3.59 -5.90 1.71  C90 1.091
100 H -3.79 -5.86 -0.03  C90 1.100
101 H -1.54 -5.13 -1.35  N91 1.014
102 H -1.58 -3.77 -0.40  N91 1.013
103 N 3.73 -0.29 2.82  C104 1.396, H107 1.005, H108 1.010
104 C 4.67 0.51 2.17  N103 1.396, N105 1.364, O106 1.219
105 N 4.72 1.78 2.65  C104 1.364, H109 1.004, H110 1.017
106 O 5.42 0.09 1.31  C104 1.219
107 H 3.74 -0.32 3.83  N103 1.005
108 H 3.52 -1.16 2.36  N103 1.010
109 H 5.38 2.44 2.28  N105 1.004
110 H 3.96 2.23 3.16  N105 1.017
111 N 0.68 -2.27 -3.01  C112 1.362, H115 1.005, H116 1.000
112 C 1.99 -2.21 -2.61  N111 1.362, N113 1.364, O114 1.233
113 N 2.92 -2.35 -3.60  C112 1.364, H117 1.004, H118 1.002
114 O 2.30 -2.06 -1.43  C112 1.233
115 H 0.05 -2.13 -2.24  N111 1.005
116 H 0.37 -2.37 -3.95  N111 1.000
117 H 2.63 -2.26 -4.55  N113 1.004
118 H 3.91 -2.45 -3.44  N113 1.002
119 C 2.68 -4.06 1.47  O120 1.408, H121 1.097, H122 1.089, H123 1.094
120 O 3.37 -2.87 1.17  C119 1.408, H124 0.965
121 H 2.65 -4.71 0.58  C119 1.097
122 H 3.17 -4.62 2.26  C119 1.089
123 H 1.64 -3.88 1.75  C119 1.094
124 H 3.13 -2.56 0.29  O120 0.965
125 C 1.01 0.55 0.02  O126 1.428, H127 1.092, H128 1.092, H129 1.091
126 O 0.26 -0.66 -0.09  C125 1.428, H130 0.981
127 H 1.92 0.38 0.60  C125 1.092
128 H 1.21 0.97 -0.97  C125 1.092
129 H 0.40 1.25 0.60  C125 1.091
130 H 0.92 -1.30 -0.44  O126 0.981

Summary:
LUMO   0.004 Ha
ΔE to the lowest compared entry with this formula, charge and spin   7.0 kJ/mol
Total energy   -65739.71463 eV
HOMO energy   -8.890 eV

---

[2]
Density functional theory data (wB97M-V/def2-TZVPD) for a cluster of 10 separate species, C28H82N6O10 in total at a distorted geometry.

Last columns: bonded neighbours and bond lengths (Å).
Cartesian coordinates (Å):
1 C -4.39 -0.84 2.93  O2 1.403, H7 1.097, H8 1.086, H9 1.096
2 O -4.30 0.56 2.90  C1 1.403, C3 1.407
3 C -2.99 1.06 3.04  O2 1.407, C4 1.571, H10 1.099, H11 1.093
4 C -2.37 0.84 4.47  C3 1.571, C5 1.531, N6 1.451, H12 1.092
5 C -3.39 1.39 5.47  C4 1.531, H13 1.092, H14 1.097, H15 1.089
6 N -1.06 1.46 4.59  C4 1.451, H16 1.022, H17 1.028
7 H -3.91 -1.35 2.08  C1 1.097
8 H -5.45 -1.11 2.97  C1 1.086
9 H -3.89 -1.28 3.79  C1 1.096
10 H -2.31 0.70 2.27  C3 1.099
11 H -3.05 2.15 2.94  C3 1.093
12 H -2.39 -0.24 4.64  C4 1.092
13 H -3.91 2.28 5.12  C5 1.092
14 H -2.89 1.71 6.40  C5 1.097
15 H -4.10 0.64 5.81  C5 1.089
16 H -1.26 2.45 4.71  N6 1.022
17 H -0.57 1.45 3.69  N6 1.028
18 C 7.55 -2.99 0.71  O19 1.404, H24 1.097, H25 1.089, H26 1.092
19 O 6.53 -3.93 0.52  C18 1.404, C20 1.419
20 C 5.89 -3.89 -0.75  O19 1.419, C21 1.534, H27 1.102, H28 1.092
21 C 5.07 -2.62 -1.00  C20 1.534, C22 1.511, N23 1.473, H29 1.095
22 C 4.03 -2.24 0.03  C21 1.511, H30 1.085, H31 1.092, H32 1.095
23 N 4.43 -2.64 -2.33  C21 1.473, H33 1.017, H34 1.018
24 H 8.45 -3.31 0.18  C18 1.097
25 H 7.80 -2.99 1.77  C18 1.089
26 H 7.33 -1.96 0.44  C18 1.092
27 H 6.74 -3.96 -1.45  C20 1.102
28 H 5.29 -4.80 -0.86  C20 1.092
29 H 5.83 -1.85 -1.12  C21 1.095
30 H 3.42 -1.42 -0.34  C22 1.085
31 H 4.52 -2.01 0.98  C22 1.092
32 H 3.42 -3.11 0.28  C22 1.095
33 H 3.65 -3.30 -2.40  N23 1.017
34 H 5.08 -2.97 -3.03  N23 1.018
35 C 1.76 -2.79 2.66  O36 1.408, H41 1.092, H42 1.096, H43 1.097
36 O 1.62 -2.56 4.04  C35 1.408, C37 1.422
37 C 0.46 -1.80 4.34  O36 1.422, C38 1.528, H44 1.104, H45 1.102
38 C 0.35 -1.53 5.84  C37 1.528, C39 1.512, N40 1.494, H46 1.093
39 C 1.49 -0.68 6.35  C38 1.512, H47 1.090, H48 1.090, H49 1.092
40 N 0.22 -2.85 6.51  C38 1.494, H50 1.012, H51 1.021
41 H 2.83 -2.79 2.46  C35 1.092
42 H 1.33 -2.01 2.02  C35 1.096
43 H 1.33 -3.77 2.41  C35 1.097
44 H 0.51 -0.87 3.74  C37 1.104
45 H -0.43 -2.27 3.88  C37 1.102
46 H -0.64 -1.11 6.04  C38 1.093
47 H 2.43 -0.90 5.84  C39 1.090
48 H 1.68 -0.75 7.42  C39 1.090
49 H 1.21 0.36 6.15  C39 1.092
50 H -0.63 -3.37 6.28  N40 1.012
51 H 0.96 -3.43 6.10  N40 1.021
52 C -1.68 -2.45 -6.95  O53 1.417, H58 1.096, H59 1.087, H60 1.095
53 O -1.91 -1.08 -6.67  C52 1.417, C54 1.405
54 C -0.70 -0.40 -6.47  O53 1.405, C55 1.526, H61 1.100, H62 1.100
55 C -0.78 1.08 -6.79  C54 1.526, C56 1.518, N57 1.472, H63 1.099
56 C -1.09 1.38 -8.25  C55 1.518, H64 1.088, H65 1.095, H66 1.090
57 N 0.48 1.70 -6.35  C55 1.472, H67 1.011, H68 1.011
58 H -1.45 -2.54 -8.02  C52 1.096
59 H -2.50 -3.11 -6.69  C52 1.087
60 H -0.79 -2.83 -6.43  C52 1.095
61 H -0.33 -0.57 -5.45  C54 1.100
62 H 0.15 -0.81 -7.04  C54 1.100
63 H -1.53 1.56 -6.14  C55 1.099
64 H -1.90 0.75 -8.60  C56 1.088
65 H -0.20 1.14 -8.84  C56 1.095
66 H -1.25 2.45 -8.39  C56 1.090
67 H 0.52 1.63 -5.34  N57 1.011
68 H 0.51 2.69 -6.57  N57 1.011
69 C -2.54 0.09 -2.79  O70 1.409, H75 1.094, H76 1.095, H77 1.092
70 O -1.44 0.39 -1.97  C69 1.409, C71 1.405
71 C -0.21 0.02 -2.55  O70 1.405, C72 1.501, H78 1.099, H79 1.096
72 C 0.96 0.22 -1.63  C71 1.501, C73 1.527, N74 1.462, H80 1.097
73 C 0.91 -0.60 -0.35  C72 1.527, H81 1.088, H82 1.092, H83 1.095
74 N 1.13 1.65 -1.36  C72 1.462, H84 1.007, H85 1.013
75 H -2.76 -0.98 -2.67  C69 1.094
76 H -2.44 0.39 -3.83  C69 1.095
77 H -3.40 0.67 -2.45  C69 1.092
78 H -0.25 -1.05 -2.80  C71 1.099
79 H 0.01 0.54 -3.48  C71 1.096
80 H 1.89 -0.01 -2.16  C72 1.097
81 H 1.72 -0.34 0.34  C73 1.088
82 H 0.88 -1.66 -0.57  C73 1.092
83 H -0.03 -0.35 0.15  C73 1.095
84 H 1.86 2.04 -0.79  N74 1.007
85 H 0.24 2.03 -1.06  N74 1.013
86 C -4.76 5.02 1.82  O87 1.406, H92 1.092, H93 1.088, H94 1.097
87 O -3.40 4.71 1.64  C86 1.406, C88 1.392
88 C -2.90 5.04 0.38  O87 1.392, C89 1.524, H95 1.102, H96 1.106
89 C -1.52 4.46 0.10  C88 1.524, C90 1.524, N91 1.467, H97 1.092
90 C -1.15 4.78 -1.35  C89 1.524, H98 1.095, H99 1.090, H100 1.092
91 N -1.60 3.01 0.28  C89 1.467, H101 1.018, H102 1.015
92 H -4.87 6.10 1.76  C86 1.092
93 H -5.12 4.63 2.77  C86 1.088
94 H -5.39 4.50 1.08  C86 1.097
95 H -3.61 4.70 -0.39  C88 1.102
96 H -2.84 6.13 0.23  C88 1.106
97 H -0.78 4.84 0.81  C89 1.092
98 H -1.88 4.31 -2.02  C90 1.095
99 H -0.20 4.39 -1.71  C90 1.090
100 H -1.21 5.84 -1.57  C90 1.092
101 H -1.63 2.43 -0.57  N91 1.018
102 H -2.47 2.71 0.72  N91 1.015
103 C -1.71 -3.38 -0.17  C104 1.533, H106 1.093, H107 1.089, H108 1.089
104 C -2.26 -4.71 0.35  C103 1.533, O105 1.423, H109 1.095, H110 1.097
105 O -3.60 -4.91 -0.08  C104 1.423, H111 0.964
106 H -2.17 -2.56 0.38  C103 1.093
107 H -2.05 -3.27 -1.20  C103 1.089
108 H -0.63 -3.36 -0.03  C103 1.089
109 H -2.10 -4.82 1.43  C104 1.095
110 H -1.65 -5.50 -0.09  C104 1.097
111 H -4.15 -4.60 0.65  O105 0.964
112 C 2.02 2.87 3.75  C113 1.517, H115 1.086, H116 1.089, H117 1.098
113 C 1.40 2.91 2.36  C112 1.517, O114 1.439, H118 1.096, H119 1.093
114 O 0.76 1.63 2.21  C113 1.439, H120 0.971
115 H 2.58 1.96 3.94  C112 1.086
116 H 1.24 3.12 4.46  C112 1.089
117 H 2.77 3.66 3.88  C112 1.098
118 H 2.14 2.98 1.56  C113 1.096
119 H 0.73 3.78 2.29  C113 1.093
120 H 0.23 1.64 1.39  O114 0.971
121 O 1.22 3.27 -3.80  H122 0.963, H123 0.986
122 H 1.71 4.06 -3.54  O121 0.963
123 H 1.29 2.65 -3.04  O121 0.986
124 O 1.70 -2.61 -4.48  H125 0.964, H126 0.964
125 H 2.11 -2.41 -3.62  O124 0.964
126 H 2.39 -2.40 -5.12  O124 0.964

Summary:
LUMO   0.014 Ha
ΔE to the lowest compared entry with this formula, charge and spin   24.1 kJ/mol
Total energy   -59777.31076 eV
HOMO energy   -8.852 eV